1.
Entry from OMol25: the molecule C23H27N3O6S (the ωB97M-V functional and the def2-TZVPD basis).

```
60
Properties=species:S:1:pos:R:3
C 1.979 -6.926 1.088
C 1.188 -5.913 0.276
O 1.475 -4.629 0.799
C 0.920 -3.538 0.218
C 0.034 -3.567 -0.855
C -0.476 -2.383 -1.360
C -0.108 -1.163 -0.814
N -0.675 0.025 -1.345
C -0.037 0.652 -2.481
C 1.352 1.198 -2.115
O 2.361 0.808 -2.662
N 1.280 2.111 -1.123
C 2.322 2.737 -0.429
C 3.665 2.515 -0.685
C 4.631 3.164 0.069
C 4.258 4.032 1.076
C 2.916 4.264 1.343
C 1.938 3.625 0.598
O 0.595 3.778 0.759
C 0.103 4.459 1.896
C -1.399 4.230 1.938
S -1.650 0.904 -0.338
O -1.158 0.953 1.008
O -1.933 2.148 -1.000
C -3.097 -0.106 -0.354
C -3.412 -1.211 0.490
C -2.606 -1.746 1.609
N -4.558 -1.721 0.130
O -5.023 -1.002 -0.925
C -4.153 -0.031 -1.225
C -4.436 0.888 -2.347
C 0.781 -1.129 0.255
C 1.283 -2.305 0.767
H 1.693 -6.868 2.134
H 1.784 -7.929 0.719
H 3.042 -6.716 1.008
H 1.481 -5.962 -0.782
H 0.112 -6.120 0.355
H -0.269 -4.499 -1.304
H -1.166 -2.406 -2.190
H -0.688 1.468 -2.801
H 0.073 -0.079 -3.286
H 0.362 2.376 -0.781
H 3.943 1.833 -1.470
H 5.675 2.985 -0.136
H 5.008 4.540 1.664
H 2.642 4.950 2.129
H 0.333 5.532 1.820
H 0.574 4.060 2.804
H -1.861 4.637 1.043
H -1.596 3.162 1.966
H -1.825 4.707 2.816
H -2.056 -0.935 2.080
H -1.885 -2.470 1.231
H -3.254 -2.241 2.326
H -3.796 1.761 -2.257
H -5.484 1.182 -2.331
H -4.240 0.392 -3.297
H 1.063 -0.182 0.687
H 1.973 -2.299 1.595
```

The HOMO energy comes out at -8.1 eV. Its total energy is -51878.52512 eV. The gap between HOMO and LUMO comes out at 8.69 eV. Its energy above the lowest of the compared OMol25 structures with the same formula, charge and spin is 3.006 eV. Its SMILES is CCOc1ccc(N(CC(=O)Nc2ccccc2OCC)S(=O)(=O)c2c(C)noc2C)cc1.

And the Löwdin charges, in e, turn out to be: number 1, C, carries -0.0635; number 2, C, carries -0.2600; number 3, O, carries -0.0437; number 4, C, carries -0.2659; number 5, C, carries -0.0084; number 6, C, carries -0.0050; number 7, C, carries -0.2809; number 8, N, carries -0.1869; number 9, C, carries -0.0734; number 10, C, carries -0.4435; number 11, O, carries 0.0824; number 12, N, carries 0.1582; number 13, C, carries -0.1362; number 14, C, carries -0.0065; number 15, C, carries -0.0910; number 16, C, carries -0.0945; number 17, C, carries -0.0220; number 18, C, carries -0.2029; number 19, O, carries -0.0642; number 20, C, carries -0.2436; number 21, C, carries -0.0567; number 22, S, carries 0.6904; number 23, O, carries -0.2613; number 24, O, carries -0.2746; number 25, C, carries -0.1542; number 26, C, carries -0.3089; number 27, C, carries -0.0002; number 28, N, carries 0.1150; number 29, O, carries 0.0290; number 30, C, carries -0.2761; number 31, C, carries 0.0194; number 32, C, carries -0.0033; number 33, C, carries 0.0230; number 34, H, carries 0.0781; number 35, H, carries 0.0765; number 36, H, carries 0.0786; number 37, H, carries 0.1264; number 38, H, carries 0.1262; number 39, H, carries 0.1059; number 40, H, carries 0.1256; number 41, H, carries 0.1247; number 42, H, carries 0.1382; number 43, H, carries 0.1062; number 44, H, carries 0.1011; number 45, H, carries 0.1007; number 46, H, carries 0.1006; number 47, H, carries 0.1045; number 48, H, carries 0.1273; number 49, H, carries 0.1287; number 50, H, carries 0.0808; number 51, H, carries 0.0549; number 52, H, carries 0.0776; number 53, H, carries 0.0745; number 54, H, carries 0.0776; number 55, H, carries 0.0893; number 56, H, carries 0.0715; number 57, H, carries 0.0961; number 58, H, carries 0.0981; number 59, H, carries 0.1164; number 60, H, carries 0.1237

=====

2.
Entry from OMol25: a structure of composition C51H54BrF3N3O2S2Sc (the ωB97M-V functional and the def2-TZVPD basis).

```
117
Properties=species:S:1:pos:R:3
Sc 0.092 0.135 0.182
Br 3.092 0.370 1.396
C 3.448 -1.472 0.998
C 4.756 -1.845 1.104
C 5.122 -3.185 0.894
C 4.151 -4.103 0.622
C 2.794 -3.720 0.512
C 1.816 -4.703 0.235
C 0.510 -4.341 0.113
C 0.144 -2.985 0.233
C 1.023 -1.947 0.483
C 2.392 -2.355 0.658
H 5.509 -1.109 1.355
H 6.162 -3.475 0.961
H 4.395 -5.149 0.484
H 2.125 -5.737 0.139
H -0.249 -5.083 -0.105
H -0.911 -2.774 0.123
F -3.117 4.833 -0.200
C -2.047 5.405 0.367
F -2.365 5.691 1.647
F -1.888 6.599 -0.258
C -0.786 4.595 0.255
C 0.373 5.235 -0.128
C 1.537 4.498 -0.303
C 1.466 3.135 -0.134
N 0.366 2.490 0.273
C -0.767 3.202 0.538
S -2.093 2.365 1.208
H 0.359 6.300 -0.317
H 2.465 4.964 -0.599
H 2.333 2.517 -0.340
O 0.213 0.465 2.347
S -0.351 1.404 3.381
C 0.651 1.140 4.944
C 2.092 0.831 4.716
C 2.527 -0.491 4.715
C 3.874 -0.788 4.569
C 4.800 0.234 4.423
C 4.373 1.554 4.404
C 3.026 1.850 4.543
C -1.871 0.565 4.030
C -1.663 -0.839 4.516
C -1.208 -1.854 3.672
C -0.953 -3.124 4.170
C -1.172 -3.410 5.510
C -1.656 -2.418 6.351
C -1.893 -1.144 5.858
H 0.189 0.352 5.530
H 0.525 2.098 5.451
H 1.804 -1.290 4.838
H 4.201 -1.820 4.577
H 5.853 0.004 4.317
H 5.090 2.356 4.279
H 2.692 2.882 4.530
H -2.557 0.635 3.190
H -2.227 1.223 4.825
H -1.028 -1.659 2.628
H -0.578 -3.887 3.498
H -0.971 -4.401 5.896
H -1.845 -2.633 7.395
H -2.260 -0.370 6.523
C 4.841 -0.345 -1.750
C 3.613 -0.177 -2.608
C 3.721 -0.294 -3.992
C 2.588 -0.153 -4.778
C 2.679 -0.264 -6.278
C 1.353 0.094 -4.193
C 1.183 0.221 -2.797
C 2.377 0.079 -2.049
N 0.019 0.454 -2.092
C -1.195 0.819 -2.855
C -0.988 2.070 -3.738
C -2.281 2.435 -4.475
C -2.750 1.243 -5.318
C -3.041 0.043 -4.409
C -4.120 0.422 -3.393
C -3.611 1.596 -2.558
C -3.370 2.800 -3.467
C -2.295 1.217 -1.871
C -1.766 -0.366 -3.665
H 5.738 -0.110 -2.324
H 4.924 -1.378 -1.404
H 4.812 0.301 -0.872
H 4.687 -0.490 -4.443
H 3.677 -0.569 -6.590
H 2.454 0.693 -6.754
H 1.964 -0.996 -6.660
H 0.522 0.181 -4.873
H 2.302 0.190 -0.970
H -0.190 1.932 -4.462
H -0.679 2.896 -3.087
H -2.087 3.291 -5.129
H -1.982 0.976 -6.052
H -3.654 1.515 -5.872
H -3.385 -0.798 -5.019
H -4.338 -0.433 -2.744
H -5.050 0.692 -3.905
H -4.343 1.858 -1.787
H -3.062 3.660 -2.866
H -4.294 3.073 -3.987
H -2.479 0.394 -1.182
H -1.956 2.079 -1.305
H -1.047 -0.765 -4.376
H -1.980 -1.177 -2.960
C -5.314 -2.245 0.945
N -3.981 -1.987 0.426
C -3.650 -2.585 -0.858
C -3.154 -1.155 1.054
O -2.029 -0.839 0.681
H -5.642 -3.226 0.607
H -6.030 -1.501 0.586
H -5.312 -2.237 2.033
H -4.395 -2.311 -1.606
H -3.623 -3.673 -0.769
H -2.681 -2.224 -1.186
H -3.584 -0.744 1.978
```

The HOMO energy comes out at -6.4 eV. Its total energy is -182899.12547 eV. The gap between HOMO and LUMO comes out at 6.67 eV. Its energy above the lowest of the compared OMol25 structures with the same formula, charge and spin is 0.959 eV.

Atom charges from the Löwdin analysis, given in e for atoms 1 to 99: number 1, Sc, carries 1.0484; number 2, Br, carries 0.9946; number 3, C, carries -0.5265; number 4, C, carries -0.1640; number 5, C, carries -0.0796; number 6, C, carries -0.0353; number 7, C, carries -0.1620; number 8, C, carries -0.0449; number 9, C, carries -0.0833; number 10, C, carries -0.1388; number 11, C, carries -0.1403; number 12, C, carries -0.2009; number 13, H, carries 0.1038; number 14, H, carries 0.1058; number 15, H, carries 0.1109; number 16, H, carries 0.1095; number 17, H, carries 0.0999; number 18, H, carries 0.0561; number 19, F, carries 0.1148; number 20, C, carries -0.6008; number 21, F, carries 0.1272; number 22, F, carries 0.1097; number 23, C, carries -0.1210; number 24, C, carries 0.0024; number 25, C, carries -0.0475; number 26, C, carries -0.1408; number 27, N, carries -0.0379; number 28, C, carries -0.6903; number 29, S, carries 0.6949; number 30, H, carries 0.1244; number 31, H, carries 0.1059; number 32, H, carries 0.0754; number 33, O, carries -0.6836; number 34, S, carries 0.9540; number 35, C, carries -0.2369; number 36, C, carries -0.3030; number 37, C, carries -0.0470; number 38, C, carries -0.0951; number 39, C, carries -0.1130; number 40, C, carries -0.1077; number 41, C, carries -0.0688; number 42, C, carries -0.2700; number 43, C, carries -0.2780; number 44, C, carries -0.0378; number 45, C, carries -0.0587; number 46, C, carries -0.0836; number 47, C, carries -0.0799; number 48, C, carries -0.0582; number 49, H, carries 0.0769; number 50, H, carries 0.0979; number 51, H, carries 0.1185; number 52, H, carries 0.1097; number 53, H, carries 0.1048; number 54, H, carries 0.1057; number 55, H, carries 0.1177; number 56, H, carries 0.0269; number 57, H, carries 0.1048; number 58, H, carries 0.0741; number 59, H, carries 0.1076; number 60, H, carries 0.1031; number 61, H, carries 0.1037; number 62, H, carries 0.1148; number 63, C, carries -0.0479; number 64, C, carries -0.2595; number 65, C, carries -0.0382; number 66, C, carries -0.2771; number 67, C, carries -0.0547; number 68, C, carries -0.0152; number 69, C, carries -0.2732; number 70, C, carries -0.0427; number 71, N, carries -0.0180; number 72, C, carries -0.4431; number 73, C, carries -0.0737; number 74, C, carries -0.2807; number 75, C, carries -0.1125; number 76, C, carries -0.2812; number 77, C, carries -0.1169; number 78, C, carries -0.2710; number 79, C, carries -0.1145; number 80, C, carries -0.1430; number 81, C, carries -0.0737; number 82, H, carries 0.0783; number 83, H, carries 0.0732; number 84, H, carries 0.0436; number 85, H, carries 0.1068; number 86, H, carries 0.0693; number 87, H, carries 0.0790; number 88, H, carries 0.0771; number 89, H, carries 0.0844; number 90, H, carries -0.0045; number 91, H, carries 0.1016; number 92, H, carries 0.1298; number 93, H, carries 0.1382; number 94, H, carries 0.1200; number 95, H, carries 0.1175; number 96, H, carries 0.1366; number 97, H, carries 0.0933; number 98, H, carries 0.1194; number 99, H, carries 0.1415

=====

Look up the gap between HOMO and LUMO of the first one.
8.69 eV

=====

Among the records above, which one has the highest gap between HOMO and LUMO?
C23H27N3O6S

=====

gap between HOMO and LUMO of number 2 (C51H54BrF3N3O2S2Sc)?
6.67 eV